ORCA calculation (wB97M-V/def2-TZVPD) on a cluster of 2 separate species, C5H13N2O in total at a distorted geometry.

* ΔE to the lowest compared entry with this formula, charge and spin: 3.435 eV
* frontier orbital gap: 9.36 eV
* multiplicity: 1
* total charge: +1
* largest force on an atom: 0.0811 Eh/bohr

Element x y z (Å)
C (-1.041, -0.453, 0.346)
C (0.014, 0.675, 0.318)
C (1.147, 0.218, -0.470)
C (1.054, 0.587, -1.790)
C (2.972, -1.239, 0.071)
N (2.257, -0.185, 0.182)
N (-1.243, -1.045, -0.949)
H (-0.725, -1.280, 1.078)
H (-2.083, -0.162, 0.726)
H (0.140, 0.923, 1.399)
H (-0.472, 1.655, -0.007)
H (0.350, 1.288, -2.223)
H (1.757, 0.256, -2.535)
H (2.863, -2.052, -0.632)
H (3.824, -1.349, 0.872)
H (-1.917, -1.799, -0.931)
H (-1.687, -0.342, -1.608)
H (-0.272, -1.328, -1.360)
H (-1.732, 2.317, 2.579)
H (-2.936, 1.656, 2.811)
O (-2.271, 1.661, 2.123)

Atom charges from the natural (NBO) analysis, given in e for atoms 1 to 2: C -0.24; C -0.47

ORCA calculation (wB97M-V/def2-TZVPD) on a structure of composition C18H14BF4O3PRuSSe2Te2.

* frontier orbital gap (alpha / beta): 7.00 / 5.86 eV
* multiplicity: 5
* largest force on an atom: 0.0107 Eh/bohr

Element x y z (Å)
Ru (1.186, 2.044, -0.166)
Se (1.092, 2.068, 2.204)
Te (2.962, 0.792, 3.219)
Te (4.972, 1.114, 1.418)
Se (3.800, 1.328, -0.641)
O (-0.817, 2.093, -1.660)
S (0.011, 1.622, -2.782)
O (-0.261, 2.132, -4.082)
O (1.430, 1.788, -2.315)
C (-0.175, -0.144, -2.790)
C (-0.371, -0.799, -3.989)
C (-0.464, -2.186, -4.008)
C (-0.351, -2.898, -2.828)
C (-0.152, -2.230, -1.625)
C (-0.067, -0.843, -1.586)
P (0.071, 0.022, 0.021)
C (-1.641, 0.191, 0.585)
C (-2.445, -0.943, 0.695)
C (-3.763, -0.824, 1.100)
C (-4.287, 0.429, 1.386)
C (-3.496, 1.560, 1.261)
C (-2.174, 1.446, 0.856)
C (0.860, -1.210, 1.086)
C (2.120, -1.687, 0.724)
C (2.802, -2.558, 1.557)
C (2.239, -2.947, 2.765)
C (0.998, -2.455, 3.140)
C (0.308, -1.586, 2.306)
H (-0.450, -0.214, -4.895)
H (-0.622, -2.705, -4.944)
H (-0.419, -3.977, -2.834)
H (-0.064, -2.806, -0.714)
H (-2.044, -1.922, 0.465)
H (-4.381, -1.708, 1.185)
H (-5.319, 0.524, 1.696)
H (-3.904, 2.540, 1.465)
H (-1.583, 2.343, 0.724)
H (2.569, -1.382, -0.215)
H (3.776, -2.929, 1.264)
H (2.774, -3.625, 3.417)
H (0.560, -2.746, 4.086)
H (-0.652, -1.197, 2.617)
F (-0.113, 4.167, 0.357)
B (1.056, 4.974, 0.187)
F (1.995, 4.019, -0.471)
F (0.843, 6.021, -0.649)
F (1.589, 5.307, 1.407)

Atom charges from the natural (NBO) analysis, given in e for atoms 1 to 2: Ru 0.70; Se -0.04

ORCA calculation (wB97M-V/def2-TZVPD) on a cluster of 7 separate species, H14O6S in total at a distorted geometry.

* ΔE to the lowest compared entry with this formula, charge and spin: 1.016 eV
* frontier orbital gap: 10.30 eV
* multiplicity: 1
* SMILES: O.O.O.O.O.O.S
* largest force on an atom: 0.0385 Eh/bohr

Element x y z (Å)
S (2.928, 3.901, -3.737)
H (3.337, 3.383, -2.554)
H (2.426, 2.718, -4.120)
H (-2.524, 0.366, -0.375)
H (-2.046, -0.644, -1.400)
O (-1.893, 0.249, -1.106)
H (0.983, -1.532, 1.399)
H (-0.104, -0.623, 0.827)
O (0.054, -1.503, 1.179)
H (0.076, 3.090, -2.255)
H (-0.128, 2.005, -1.304)
O (-0.099, 3.000, -1.327)
H (1.919, 1.191, -0.170)
H (1.202, 1.743, 1.112)
O (1.307, 0.984, 0.547)
H (0.396, -4.021, 2.520)
H (0.716, -4.900, 3.704)
O (0.290, -4.067, 3.474)
H (-3.553, -2.236, 1.378)
H (-2.200, -1.572, 1.263)
O (-3.087, -1.531, 0.944)

Atom charges from the natural (NBO) analysis, given in e for atoms 1 to 2: S -0.28; H 0.14

ORCA calculation (wB97M-V/def2-TZVPD) on a structure of composition C10H24ClI2LuN2P2 at a distorted geometry.

* ΔE to the lowest compared entry with this formula, charge and spin: 0.652 eV
* frontier orbital gap: 4.94 eV
* multiplicity: 1
* total charge: +2
* largest force on an atom: 0.0547 Eh/bohr

Element x y z (Å)
I (-1.361, 1.536, -4.364)
I (1.477, 1.061, -3.232)
Lu (-0.044, 0.349, -0.954)
P (0.705, 2.884, 0.157)
C (2.462, 3.126, 0.652)
C (0.249, 4.062, -1.210)
H (0.435, 5.131, -1.005)
H (-0.172, 4.400, 2.017)
H (-0.819, 3.910, -1.424)
H (-1.371, 3.214, 1.385)
H (3.074, 2.905, -0.223)
H (0.854, 3.776, -2.079)
C (-0.311, 3.359, 1.658)
H (2.757, 4.117, 1.025)
H (-0.004, 2.670, 2.465)
H (2.658, 2.414, 1.454)
P (-1.016, -2.283, -1.600)
C (0.190, -3.674, -1.647)
C (-2.389, -2.864, -0.453)
H (-2.543, -1.241, -3.166)
H (-2.265, -2.924, -3.732)
H (-0.987, -1.703, -3.944)
C (-1.791, -2.037, -3.275)
H (-3.127, -2.044, -0.398)
H (-2.911, -3.795, -0.763)
H (-0.175, -4.667, -1.946)
H (0.590, -3.774, -0.638)
H (-1.915, -3.045, 0.528)
H (0.975, -3.387, -2.348)
Cl (-2.307, 1.030, -0.743)
C (2.351, -1.249, 1.347)
C (1.025, -0.979, 1.866)
N (-0.052, -0.430, 1.321)
C (-1.063, -0.447, 2.367)
C (-0.480, -1.021, 3.477)
N (0.806, -1.335, 3.129)
H (3.050, -0.717, 2.006)
H (2.506, -2.331, 1.454)
H (2.463, -0.931, 0.306)
H (-2.064, -0.091, 2.309)
H (-0.936, -1.195, 4.441)
H (1.475, -1.781, 3.779)

Atom charges from the natural (NBO) analysis, given in e for atoms 1 to 2: I 0.34; I 0.11

ORCA calculation (wB97M-V/def2-TZVPD) on a structure of composition C4H4S at a distorted geometry.

* ΔE to the lowest compared entry with this formula, charge and spin: 3.948 eV
* frontier orbital gap: 9.69 eV
* multiplicity: 1
* largest force on an atom: 0.0537 Eh/bohr

Element x y z (Å)
C (-0.502, 0.574, -0.950)
C (0.259, -0.136, 1.168)
C (-1.088, 0.039, 0.479)
C (0.214, 1.041, 0.300)
S (-1.150, 1.837, 1.112)
H (-0.170, -0.197, -1.717)
H (-1.219, 1.149, -1.576)
H (0.383, -0.008, 2.254)
H (0.843, -0.930, 0.818)

Atom charges from the natural (NBO) analysis, given in e for atoms 1 to 2: C -0.41; C -0.43

ORCA calculation (wB97M-V/def2-TZVPD) on a structure of composition C5H12BF3FeN2O2Si2 at a distorted geometry.

* frontier orbital gap (alpha / beta): 6.47 / 4.15 eV
* multiplicity: 6
* total charge: +3
* largest force on an atom: 0.1761 Eh/bohr

Element x y z (Å)
C (0.200, 1.918, 2.474)
C (-0.823, 1.655, 1.389)
Si (-0.270, 0.308, 0.070)
C (-0.795, -1.394, 0.800)
C (-2.332, -1.257, 1.381)
N (-3.458, -1.264, 0.565)
O (1.457, 0.535, -0.143)
Si (2.265, -0.912, -0.724)
C (3.875, -1.109, 0.384)
F (4.478, 0.272, 0.445)
F (3.468, -1.423, 1.799)
F (4.825, -2.111, -0.181)
B (-1.320, 0.741, -1.537)
N (-1.491, -0.209, -2.720)
O (-2.038, 2.047, -1.626)
H (1.063, 2.710, 2.388)
H (0.197, 1.266, 3.470)
H (-1.845, 2.231, 1.315)
H (-0.018, -1.740, 1.628)
H (-0.838, -2.211, -0.053)
H (-2.562, -1.184, 2.549)
H (-3.160, -1.367, -0.431)
H (1.515, -2.150, -0.568)
H (2.759, -0.829, -2.098)
H (-1.133, -1.158, -2.469)
H (-1.054, 0.168, -3.591)
H (-1.407, 2.818, -1.512)
Fe (-1.558, 3.650, -3.004)

Atom charges from the natural (NBO) analysis, given in e for atoms 1 to 2: C 0.18; C -0.64

ORCA calculation (wB97M-V/def2-TZVPD) on an isolated molecule of C2H4OS at a distorted geometry.

* ΔE to the lowest compared entry with this formula, charge and spin: 3.162 eV
* frontier orbital gap (alpha / beta): 7.54 / 7.54 eV
* multiplicity: 1
* largest force on an atom: 0.0695 Eh/bohr

Element x y z (Å)
C (-0.229, -0.397, 0.091)
C (1.027, 0.330, -0.070)
O (-1.331, 0.222, -0.090)
S (-2.981, -0.073, -0.178)
H (-0.374, -1.453, 0.318)
H (1.548, 0.297, 0.813)
H (0.694, 1.296, -0.128)
H (1.646, -0.221, -0.756)

Atom charges from the natural (NBO) analysis, given in e for atoms 1 to 2: C 0.39; C -0.70

ORCA calculation (wB97M-V/def2-TZVPD) on a structure of composition C59H86N3O3TeTi.

* ΔE to the lowest compared entry with this formula, charge and spin: 0.222 eV
* frontier orbital gap: 7.43 eV
* multiplicity: 1
* total charge: +1
* largest force on an atom: 0.0128 Eh/bohr

Element x y z (Å)
Ti (0.404, -0.736, 1.073)
C (6.827, -4.957, 1.986)
C (6.331, -4.770, 0.545)
C (7.300, -3.851, -0.213)
C (6.323, -6.137, -0.139)
C (4.948, -4.124, 0.563)
C (4.755, -2.914, 1.219)
C (3.512, -2.304, 1.250)
C (3.362, -0.976, 1.940)
N (2.099, -0.808, 2.724)
C (1.837, -1.960, 3.615)
C (0.342, -2.325, 3.675)
N (-0.549, -1.322, 3.038)
C (-0.805, -0.153, 3.920)
C (-0.861, 1.126, 3.111)
N (0.277, 1.265, 2.178)
C (1.559, 1.598, 2.832)
C (2.208, 0.431, 3.529)
C (-0.037, 2.422, 1.299)
C (0.909, 2.654, 0.155)
C (1.132, 3.961, -0.267)
C (1.839, 4.228, -1.427)
C (2.295, 3.133, -2.165)
C (2.106, 1.812, -1.785)
C (1.429, 1.594, -0.573)
O (1.237, 0.333, -0.112)
C (2.550, 0.642, -2.670)
C (3.274, 1.130, -3.928)
C (3.515, -0.289, -1.918)
C (1.304, -0.137, -3.123)
C (2.120, 5.645, -1.924)
C (1.461, 6.705, -1.040)
C (1.586, 5.811, -3.354)
C (3.637, 5.882, -1.919)
C (-1.845, -2.006, 2.764)
C (-2.851, -1.261, 1.931)
C (-4.143, -1.002, 2.369)
C (-5.130, -0.642, 1.458)
C (-4.813, -0.767, 0.102)
C (-3.549, -1.098, -0.381)
C (-2.530, -1.117, 0.581)
O (-1.213, -1.029, 0.264)
C (-3.355, -1.686, -1.795)
C (-2.450, -2.921, -1.685)
C (-2.751, -0.716, -2.809)
C (-4.703, -2.170, -2.347)
C (-6.541, -0.233, 1.870)
C (-7.575, -1.157, 1.206)
C (-6.785, 1.211, 1.411)
C (-6.736, -0.301, 3.384)
C (2.423, -2.913, 0.631)
O (1.206, -2.322, 0.758)
C (2.572, -4.119, -0.061)
C (3.843, -4.691, -0.067)
C (1.409, -4.747, -0.837)
C (0.196, -4.996, 0.075)
C (1.034, -3.792, -1.981)
C (1.793, -6.091, -1.460)
H (7.793, -5.465, 1.987)
H (6.123, -5.560, 2.563)
H (6.957, -4.002, 2.498)
H (8.302, -4.285, -0.220)
H (7.364, -2.866, 0.251)
H (6.976, -3.719, -1.247)
H (7.325, -6.566, -0.098)
H (6.041, -6.062, -1.191)
H (5.643, -6.833, 0.355)
H (5.584, -2.426, 1.719)
H (3.383, -0.164, 1.208)
H (4.218, -0.835, 2.608)
H (2.227, -1.748, 4.612)
H (2.383, -2.824, 3.244)
H (0.020, -2.491, 4.707)
H (0.194, -3.257, 3.134)
H (-0.049, -0.115, 4.698)
H (-1.763, -0.283, 4.430)
H (-0.929, 1.997, 3.774)
H (-1.766, 1.106, 2.500)
H (1.410, 2.425, 3.536)
H (2.217, 1.964, 2.043)
H (1.765, 0.265, 4.505)
H (3.259, 0.667, 3.716)
H (-0.060, 3.323, 1.923)
H (-1.042, 2.275, 0.899)
H (0.721, 4.767, 0.329)
H (2.828, 3.328, -3.084)
H (4.182, 1.686, -3.685)
H (2.634, 1.758, -4.550)
H (3.565, 0.265, -4.525)
H (4.354, 0.277, -1.506)
H (3.920, -1.032, -2.608)
H (3.021, -0.825, -1.111)
H (0.653, 0.504, -3.722)
H (0.731, -0.513, -2.276)
H (1.601, -0.989, -3.738)
H (0.374, 6.590, -1.005)
H (1.674, 7.696, -1.443)
H (1.845, 6.676, -0.018)
H (0.516, 5.600, -3.399)
H (2.091, 5.147, -4.056)
H (1.746, 6.835, -3.694)
H (4.038, 5.797, -0.907)
H (3.864, 6.881, -2.296)
H (4.155, 5.159, -2.550)
H (-2.296, -2.306, 3.715)
H (-1.590, -2.918, 2.218)
H (-4.372, -1.127, 3.420)
H (-5.614, -0.661, -0.617)
H (-1.456, -2.667, -1.331)
H (-2.350, -3.382, -2.670)
H (-2.885, -3.662, -1.009)
H (-1.724, -0.452, -2.547)
H (-3.334, 0.199, -2.880)
H (-2.738, -1.186, -3.796)
H (-5.239, -2.786, -1.624)
H (-4.521, -2.771, -3.239)
H (-5.348, -1.340, -2.644)
H (-7.632, -0.995, 0.129)
H (-8.567, -0.964, 1.620)
H (-7.330, -2.206, 1.381)
H (-6.639, 1.313, 0.334)
H (-6.101, 1.899, 1.913)
H (-7.808, 1.515, 1.644)
H (-6.621, -1.320, 3.761)
H (-7.744, 0.032, 3.635)
H (-6.033, 0.347, 3.911)
H (3.975, -5.626, -0.586)
H (-0.241, -4.065, 0.431)
H (0.483, -5.607, 0.934)
H (-0.573, -5.537, -0.481)
H (0.758, -2.807, -1.608)
H (0.192, -4.194, -2.547)
H (1.879, -3.674, -2.663)
H (2.061, -6.829, -0.702)
H (2.622, -5.994, -2.163)
H (0.939, -6.479, -2.016)
C (-2.013, 4.612, -2.066)
Te (-2.537, 2.619, -1.490)
C (-4.280, 3.494, -0.600)
C (-4.184, 4.980, -0.846)
C (-5.182, 5.832, -0.373)
C (-5.105, 7.197, -0.585)
C (-4.023, 7.729, -1.278)
C (-3.031, 6.889, -1.751)
C (-3.102, 5.512, -1.540)
H (-1.942, 4.660, -3.152)
H (-1.042, 4.866, -1.643)
H (-4.296, 3.271, 0.465)
H (-5.173, 3.068, -1.053)
H (-6.026, 5.416, 0.165)
H (-5.887, 7.846, -0.215)
H (-3.957, 8.795, -1.450)
H (-2.189, 7.300, -2.297)

Atom charges from the Löwdin analysis, given in e for atoms 1 to 2: Ti 1.13; C -0.05